Entry 1:
# C45H40BrNOOsP2S2Si

C45H40BrNOOsP2S2Si as an isolated structure (wB97M-V/def2-TZVPD, the Open Molecules 2025 dataset).

Structure (XYZ):
```
94
Properties=species:S:1:pos:R:3:forces:R:3:mulliken_charge:R:1
Os 0.8904 0.4177 0.0566 -0.0252 -0.1669 0.0340 1.633
C 0.9908 2.8008 2.8489 0.0253 0.0064 0.0101 -1.290
Si -0.1467 2.0873 1.5415 -0.0035 0.0083 0.0240 0.202
C -1.4506 1.1938 2.5564 -0.0108 -0.0294 -0.0123 1.031
C -2.5087 1.8148 3.2222 -0.0172 -0.0051 0.0227 -0.773
C -3.2966 1.1006 4.1133 0.0098 0.0326 -0.0137 -0.866
C -3.0328 -0.2419 4.3678 0.0042 -0.0241 0.0015 -0.869
C -1.9956 -0.8803 3.7095 0.0111 -0.0024 0.0117 -0.259
C -1.2135 -0.1605 2.8048 -0.0234 0.0355 0.0000 -0.463
P 0.0667 -0.9717 1.8198 0.0211 0.0156 0.0330 1.530
C 1.4396 -1.4790 2.8842 -0.0368 -0.0656 -0.0171 0.519
C 2.4990 -2.1877 2.3125 0.0454 0.0229 0.0193 -0.126
C 3.5758 -2.5790 3.0924 0.0037 0.0163 -0.0132 -0.965
C 3.6174 -2.2359 4.4399 0.0022 -0.0047 -0.0077 -0.789
C 2.5786 -1.5086 5.0041 -0.0176 0.0074 0.0098 -0.784
C 1.4846 -1.1360 4.2323 0.0099 0.0092 0.0010 -0.846
C -0.7678 -2.4845 1.2569 0.0328 -0.0147 -0.0296 0.571
C -2.0781 -2.3539 0.7876 -0.0269 -0.0083 0.0311 -0.568
C -2.7654 -3.4611 0.3200 -0.0047 0.0109 0.0211 -0.716
C -2.1503 -4.7076 0.3096 0.0075 -0.0002 0.0119 -0.843
C -0.8484 -4.8414 0.7679 0.0002 -0.0026 -0.0160 -0.771
C -0.1555 -3.7338 1.2421 -0.0080 -0.0260 0.0020 -0.690
C -0.7554 3.5289 0.5125 -0.0105 -0.0040 -0.0315 0.789
C -1.1632 4.7404 1.0755 0.0163 0.0103 -0.0135 -0.291
C -1.4899 5.8208 0.2698 -0.0041 0.0010 0.0344 -0.981
C -1.3954 5.7131 -1.1118 0.0042 -0.0122 -0.0203 -0.880
C -1.0006 4.5182 -1.6929 -0.0157 0.0117 -0.0211 -0.936
C -0.6932 3.4300 -0.8813 0.0180 0.0061 0.0493 0.812
P -0.3278 1.7762 -1.5268 -0.0112 0.0378 -0.0256 1.002
C -1.9836 1.0594 -1.8042 0.0249 -0.0090 -0.0146 0.545
C -2.9461 1.1947 -0.8014 -0.0097 0.0079 0.0119 -0.448
C -4.2053 0.6356 -0.9571 -0.0011 0.0005 0.0002 -0.805
C -4.5215 -0.0535 -2.1208 -0.0065 -0.0003 0.0084 -0.713
C -3.5704 -0.1896 -3.1222 0.0216 -0.0045 -0.0171 -0.937
C -2.3020 0.3524 -2.9631 -0.0170 -0.0117 0.0064 -0.545
C 0.4498 1.9057 -3.1516 -0.0052 0.0210 -0.0002 1.167
C 1.7808 1.5231 -3.3010 -0.0054 0.0136 -0.0185 -0.154
C 2.4131 1.6421 -4.5306 0.0086 -0.0027 0.0186 -0.988
C 1.7179 2.1467 -5.6185 -0.0071 0.0034 -0.0089 -0.700
C 0.3891 2.5306 -5.4798 0.0048 0.0021 -0.0117 -1.030
C -0.2457 2.4094 -4.2551 -0.0026 -0.0046 -0.0108 -0.253
H 0.3889 3.4886 3.4520 0.0231 -0.0065 -0.0006 0.395
H 1.8324 3.3522 2.4303 -0.0198 -0.0071 0.0209 0.425
H 1.3559 2.0167 3.5152 -0.0083 0.0310 0.0018 0.349
H -2.7235 2.8639 3.0458 0.0029 -0.0300 0.0014 0.493
H -4.1195 1.5904 4.6184 0.0138 -0.0073 -0.0069 0.479
H -3.6469 -0.7910 5.0697 0.0136 0.0077 -0.0127 0.459
H -1.8100 -1.9346 3.8822 -0.0054 0.0133 0.0009 0.612
H 2.4833 -2.4369 1.2565 0.0291 0.0287 0.0151 0.327
H 4.3775 -3.1595 2.6521 -0.0055 0.0182 0.0097 0.542
H 4.4561 -2.5428 5.0518 -0.0142 0.0046 -0.0110 0.444
H 2.6101 -1.2422 6.0527 -0.0027 -0.0072 -0.0131 0.464
H 0.6717 -0.5796 4.6824 -0.0074 -0.0094 0.0031 0.441
H -2.5688 -1.3855 0.7990 0.0031 -0.0161 0.0020 0.508
H -3.7859 -3.3537 -0.0264 0.0147 -0.0020 0.0065 0.496
H -2.6919 -5.5760 -0.0435 0.0067 0.0097 0.0083 0.468
H -0.3724 -5.8134 0.7760 -0.0090 0.0135 0.0029 0.485
H 0.8489 -3.8639 1.6223 -0.0715 -0.0221 -0.0082 0.501
H -1.2065 4.8553 2.1531 -0.0020 0.0038 -0.0221 0.370
H -1.8002 6.7560 0.7182 0.0091 -0.0192 -0.0096 0.466
H -1.6262 6.5649 -1.7378 0.0041 -0.0124 0.0031 0.450
H -0.9226 4.4517 -2.7694 -0.0036 -0.0074 0.0000 0.428
H -2.7270 1.7548 0.0995 -0.0025 0.0049 -0.0081 0.204
H -4.9462 0.7572 -0.1770 0.0102 -0.0019 -0.0089 0.529
H -5.5113 -0.4713 -2.2527 0.0153 0.0082 0.0030 0.460
H -3.8166 -0.7151 -4.0364 0.0038 0.0114 0.0117 0.489
H -1.5665 0.2251 -3.7468 -0.0058 0.0051 -0.0063 0.498
H 2.3376 1.1362 -2.4556 0.0016 -0.0200 -0.0141 -0.112
H 3.4485 1.3443 -4.6347 -0.0138 0.0044 -0.0002 0.477
H 2.2090 2.2423 -6.5781 -0.0059 -0.0011 0.0132 0.441
H -0.1540 2.9237 -6.3293 0.0092 -0.0091 0.0134 0.447
H -1.2875 2.6919 -4.1657 0.0059 0.0032 0.0029 0.509
C -1.8190 -3.3665 -3.0223 0.0276 -0.0110 0.0044 -1.705
C -0.4448 -2.8811 -2.6643 -0.0173 -0.0309 -0.0199 0.583
C 0.7001 -3.4659 -3.1980 -0.0099 -0.0150 0.0190 -0.939
C 1.9443 -3.0047 -2.8202 0.0221 -0.0407 -0.0221 -1.044
C 2.0123 -1.9587 -1.9183 0.0656 0.0042 0.0110 0.205
Br 3.7148 -1.3530 -1.3949 0.0435 0.0136 0.0359 -0.035
N 0.9439 -1.3608 -1.4004 -0.1967 0.0768 -0.0072 0.004
C -0.2610 -1.8341 -1.7810 0.0379 -0.0010 -0.0025 0.035
H -1.9335 -3.4411 -4.1040 -0.0029 0.0207 -0.0045 0.503
H -2.5870 -2.7014 -2.6328 0.0058 -0.0065 -0.0008 0.100
H -1.9891 -4.3593 -2.6029 0.0112 0.0110 -0.0241 0.386
H 0.6185 -4.2840 -3.9037 0.0014 0.0073 0.0066 0.557
H 2.8540 -3.4401 -3.2064 -0.0068 0.0034 -0.0034 0.575
H -1.1178 -1.3436 -1.3470 -0.0069 0.0213 -0.0024 0.391
C 6.4003 0.1348 1.4352 -0.0072 0.0289 0.0242 -0.736
O 5.3389 0.6260 0.5646 0.0190 0.0018 -0.0296 -0.247
C 4.2288 0.9934 1.1069 -0.0499 -0.0792 -0.0218 0.478
S 3.8192 0.9583 2.7070 0.0115 0.0108 0.0511 0.110
S 2.9988 1.7309 0.1544 0.1075 0.1123 -0.0122 -0.260
H 7.2137 -0.1341 0.7725 -0.0088 0.0006 -0.0250 0.281
H 6.0422 -0.7323 1.9884 -0.0242 -0.0050 -0.0179 0.290
H 6.7022 0.9312 2.1132 -0.0128 0.0063 -0.0157 0.402
```
Forces are in eV/Å.

Summary:
Total charge: +2
F_max in eV/Å: 0.21
⟨S²⟩: 6.021
Orbital gap (spin up / spin down) in eV: 7.6 / 5.7
HOMO level (spin up / spin down) in eV: -12.99 / -13.92
Energy relative to the best compared isomer or geometry (same formula, charge and spin) in kcal/mol: 0.0
Multiplicity: 5

Entry 2:
# C45H40ClN8O4SV

C45H40ClN8O4SV as an isolated structure (wB97M-V/def2-TZVPD, the Open Molecules 2025 dataset).

Structure (XYZ):
```
100
Properties=species:S:1:pos:R:3:forces:R:3:mulliken_charge:R:1
V 0.8230 0.0122 -0.9097 -0.1397 2.6718 0.7410 0.225
N 1.1996 4.1655 1.1877 0.0830 0.2862 0.1654 -0.532
C 0.8800 2.8220 1.0670 0.1338 -0.2560 0.0732 0.475
S 2.1492 1.8099 0.4593 0.3139 -0.0902 -0.0823 -0.656
N -0.3211 2.5029 1.4111 -0.5015 0.5190 0.3812 -1.492
N -0.7208 1.2056 1.2016 0.0546 -0.5782 0.0220 1.831
C -1.7217 0.7765 1.9362 0.7639 0.4495 -0.5099 0.778
C -2.4797 1.6313 2.8776 -0.0386 0.1875 0.1854 -0.488
C -3.1069 2.7868 2.4214 -0.0952 -0.0524 -0.0669 -0.186
C -3.8547 3.5639 3.2879 -0.0829 0.1393 -0.0575 -0.835
C -3.9811 3.2068 4.6210 0.0085 -0.0154 0.1265 -0.560
C -3.3393 2.0712 5.0867 -0.0992 0.0776 0.1537 -1.148
C -2.5920 1.2926 4.2225 0.1243 -0.0535 -0.1967 -0.124
C -2.0744 -0.5816 1.8097 -0.2151 -0.0970 0.3667 -0.702
C -3.0524 -1.2870 2.4990 0.1891 -0.4401 -0.0180 -0.054
C -3.1076 -2.6641 2.4733 -0.5725 0.2064 0.2311 -1.496
C -2.0665 -3.3547 1.8105 0.3144 0.3517 -0.3103 -0.803
C -1.1420 -2.7075 1.0741 0.2558 -0.8872 0.4828 -0.226
N -1.2718 -1.2831 0.7998 -0.0835 0.1681 -0.0680 2.440
H 2.1891 4.3495 1.2501 -0.0740 -0.0536 -0.0334 0.289
H 0.6296 4.6619 1.8575 -0.0312 -0.0009 -0.0427 0.268
H -3.0137 3.0698 1.3810 0.0580 -0.0191 0.0324 0.400
H -4.3421 4.4589 2.9239 -0.0221 0.0215 -0.0412 0.405
H -4.5727 3.8079 5.2993 -0.0161 0.0518 -0.0101 0.387
H -3.4270 1.7882 6.1274 0.0193 -0.0138 0.0576 0.418
H -2.0690 0.4220 4.5871 -0.0069 -0.1361 0.0273 1.048
H -3.7451 -0.7288 3.1130 -0.0100 0.0638 -0.0169 0.553
H -3.8645 -3.2047 3.0190 -0.0479 -0.0040 0.0649 0.390
H -1.9808 -4.4261 1.9228 0.1182 -0.0756 -0.0683 0.506
H -0.3085 -3.1803 0.5804 0.0533 0.0758 -0.0551 0.373
O 5.1766 -4.4436 2.7469 0.0142 0.0121 -0.1351 -0.471
C 4.7321 -3.6153 1.7560 0.8068 -0.3295 -0.4230 0.487
O 5.3119 -3.5766 0.7033 -0.3929 -0.0438 0.6720 -0.529
C 3.5779 -2.7875 2.1081 -0.7818 0.6159 0.5845 0.084
C 3.2493 -2.2382 3.3454 0.1036 0.0443 -0.5649 0.032
Cl 4.0444 -2.4095 4.8580 0.0575 0.0605 -0.0839 -0.226
N 2.1877 -1.4048 3.1799 0.9344 -1.0371 -0.5234 -0.189
N 1.7913 -1.4153 1.8977 -0.2276 -0.1553 -0.3223 0.798
C 2.5945 -2.2387 1.2412 0.0532 0.0834 0.7013 0.265
C 2.2478 -2.6069 -0.1673 -0.2439 -0.4531 -0.7765 -0.360
O 2.5295 -3.7187 -0.6211 0.1214 0.2580 0.5454 -0.792
O 1.5668 -1.7341 -0.7962 1.1541 -1.7384 0.7987 0.405
C 1.5729 -0.5780 4.1275 -0.6983 0.8325 0.9380 0.108
C 1.2990 0.7443 3.7850 0.2704 -0.4846 -0.1793 0.036
C 0.6597 1.5687 4.6841 -0.0894 0.0398 0.3819 -0.243
C 0.3218 1.0966 5.9467 0.1469 -0.0154 -0.0731 -0.582
C 0.6188 -0.2133 6.2951 -0.1224 0.1510 0.1729 -0.870
C 1.2247 -1.0613 5.3883 0.0820 -0.1317 -0.4847 -0.303
H 4.6513 -4.3256 3.5502 0.0172 -0.0441 -0.1372 0.286
H 1.6086 1.0955 2.8139 -0.0464 0.0645 -0.2246 0.051
H 0.4219 2.5823 4.3994 -0.0290 0.0855 -0.0798 0.307
H -0.1735 1.7477 6.6529 -0.0445 0.0349 0.0492 0.402
H 0.3628 -0.5846 7.2788 -0.0417 -0.0200 0.0083 0.343
H 1.4097 -2.0944 5.6417 -0.0122 -0.0461 0.0268 0.501
N -0.3695 1.8864 -1.5470 -0.1763 0.2250 0.4760 0.046
C -0.4823 2.3145 -2.8519 0.2431 0.1353 -0.6343 0.037
C -1.6976 2.8004 -3.3352 -0.0309 -0.1074 0.1345 -0.435
C -1.8213 3.2392 -4.6391 0.0549 0.0119 -0.1377 -0.761
C -0.7256 3.1938 -5.4877 -0.1271 0.0240 -0.1010 -0.889
C 0.4772 2.6928 -5.0213 -0.1117 0.0367 0.0355 -0.894
C 0.6380 2.2546 -3.7090 -0.3668 0.0285 0.1149 0.433
C 1.9435 1.7183 -3.2737 0.5745 -0.2266 -0.0622 1.450
C 3.0817 2.3417 -3.7935 -0.0590 0.1588 0.0342 -0.446
C 4.3434 1.8393 -3.5571 0.2272 0.0532 -0.0690 -1.044
C 4.4730 0.6549 -2.8505 0.2048 -0.0735 0.0253 -1.033
C 3.3549 0.0523 -2.3064 0.2980 -0.0278 -0.1687 -1.492
C 2.0645 0.5840 -2.4295 0.1660 0.2337 -0.8714 0.831
H -1.1398 2.1552 -0.9414 0.3045 -0.1415 -0.0802 -0.126
H 0.5371 2.0779 -1.1129 -0.0210 0.7051 -0.0482 -0.230
H -2.5488 2.8367 -2.6650 -0.0185 -0.0085 0.0373 0.450
H -2.7656 3.6202 -5.0012 -0.1101 0.0258 0.0346 0.389
H -0.8094 3.5411 -6.5081 -0.0165 -0.0016 -0.0801 0.393
H 1.3148 2.6273 -5.7014 0.1059 -0.0265 0.0046 0.517
H 2.9768 3.2623 -4.3542 -0.0061 0.0709 -0.0469 0.526
H 5.2184 2.3717 -3.9056 0.0516 0.0015 -0.1101 0.335
H 5.4485 0.2106 -2.6963 0.0984 0.0191 0.0192 0.458
H 3.5110 -0.8579 -1.7379 -0.0390 0.0385 0.0410 0.217
C -0.6669 -2.8928 -5.3516 -0.2897 -0.2715 -0.4723 -0.838
N 0.2083 -2.1816 -4.4109 0.2181 0.0941 -0.3044 0.274
C 0.5454 -3.0338 -3.2554 0.4492 -0.2891 0.9521 -0.313
C -0.3803 -0.8460 -4.0072 -0.2801 0.7554 0.3833 0.099
C -1.3689 -0.9525 -2.8895 -0.0784 -0.1501 0.1353 0.873
C -2.7151 -1.1725 -3.1541 0.0244 0.0772 -0.0927 -0.887
C -3.6091 -1.3233 -2.1099 -0.0653 -0.0541 0.1443 -1.465
C -3.1330 -1.3386 -0.8030 -0.2587 0.0711 0.1474 -0.409
C -1.7890 -1.1240 -0.5697 -0.3066 0.0972 -1.3386 0.752
C -0.8654 -0.8344 -1.5780 -1.3742 -1.0445 -0.2964 0.482
H -0.2775 -3.8873 -5.5636 0.1170 0.0371 0.0998 0.336
H -0.7549 -2.3401 -6.2866 0.0341 0.0958 0.0986 0.329
H -1.6529 -2.9906 -4.8994 0.0824 0.0493 0.0782 0.369
H 1.0948 -1.9556 -4.8703 -0.1822 -0.0344 0.0349 0.389
H -0.3599 -3.4681 -2.8407 -0.1263 0.0721 -0.0831 0.433
H 1.0290 -2.4473 -2.4587 -0.1500 -0.0809 -0.3708 -0.385
H 1.2239 -3.8279 -3.5573 -0.0057 -0.0129 -0.2375 0.351
H -0.8184 -0.3942 -4.8988 0.1616 -0.0773 -0.1363 0.702
H 0.4557 -0.2531 -3.6211 -0.0079 -0.1978 -0.2940 -1.455
H -3.0762 -1.1865 -4.1778 -0.0399 0.0062 -0.0662 0.563
H -4.6651 -1.4351 -2.3084 -0.0856 -0.0646 0.0371 0.407
H -3.8147 -1.4926 0.0206 -0.0668 -0.0769 0.0755 0.415
H -0.3322 -0.8179 0.8038 -0.5006 -0.4363 0.5537 -1.782
```
Forces are in eV/Å.

Summary:
Total charge: -1
F_max in eV/Å: 2.78
⟨S²⟩: 3.768
Orbital gap (spin up / spin down) in eV: 4.9 / 5.6
HOMO level (spin up / spin down) in eV: -2.82 / -3.56
Energy relative to the best compared isomer or geometry (same formula, charge and spin) in kcal/mol: 61.6
Multiplicity: 4

Number 1: calculated total energy -6301.5898 hartree. Number 2: calculated total energy -4280.1809 hartree.